Below is a single C6H6BrF3N2O molecule, with properties calculated with ωB97M-V/def2-TZVPD.

The geometry in ORCA input format:
```
! RIJCOSX wB97M-V def2-TZVPD def2/J DEFGRID3
* xyz 0 1
C 2.16686 -1.89597 -0.03647
C 1.74926 -0.57739 -0.15000
C 0.36687 -0.58847 -0.06719
C -0.28572 1.53743 1.02536
C -0.52258 0.62362 -0.21404
C -2.04517 0.31981 -0.29541
N 1.15154 -2.72081 0.13290
N 0.11330 -1.96780 0.03510
O -0.34492 1.39380 -1.37613
F -2.52372 -0.27316 0.83221
F -2.71132 1.38715 -0.64597
F -2.16708 -0.60099 -1.32994
Br 2.82790 0.90256 -0.22498
H 3.15718 -2.20189 -0.19133
H 0.33888 2.24250 0.57145
H -1.13981 2.08240 1.44570
H 0.26859 0.96479 1.74867
H -0.87941 -2.42650 0.05713
H 0.47936 1.79893 -1.31707
*
```

Calculated values
ΔE to the lowest compared entry with this formula, charge and spin   0.0 kcal per mole
Lowest unoccupied orbital energy   0.55 eV
Structure (SMILES)   C[C@@](O)(c1[nH]ncc1Br)C(F)(F)F
Orbital gap   0.3702 hartree